(1)
Computed, not measured: a molecular structure, C35H33ClGaN4Si2 in a non-equilibrium geometry, with ωB97M-V/def2-TZVPD.

```
76
C35H33ClGaN4Si2 | the OMol25 dataset | ωB97M-V/def2-TZVPD
C -1.3443 -0.4958 1.4844
C -2.1559 0.0082 0.4265
C -1.8558 -0.6894 -0.7527
H -2.9340 0.7603 0.5461
C -0.7662 -1.6140 -0.4631
C -0.5214 -1.5151 0.9737
H 0.1295 -2.1846 1.5335
H -1.4071 -0.1977 2.5296
H -2.3849 -0.6512 -1.7066
H -0.4880 -2.4604 -1.0926
Ga 0.7999 -0.1033 -0.8987
Si 0.2350 0.1330 -7.0574
C 0.6925 1.6707 -8.0173
C 1.9778 1.9646 -8.5023
H 2.8139 1.3083 -8.2560
C 2.1751 3.1003 -9.2963
H 3.1662 3.3155 -9.6974
C 1.1100 3.9594 -9.5890
H 1.2544 4.8231 -10.2374
C -0.1545 3.6976 -9.0508
H -0.9921 4.3692 -9.2475
C -0.3590 2.5689 -8.2539
H -1.3342 2.3795 -7.8007
C 0.8759 -1.3464 -7.9946
C 0.3633 -1.4549 -9.2958
H -0.3382 -0.7018 -9.6648
C 0.7516 -2.5019 -10.1340
H 0.3278 -2.5680 -11.1365
C 1.6812 -3.4473 -9.6898
H 1.9990 -4.2550 -10.3550
C 2.2030 -3.3297 -8.3971
H 2.9275 -4.0651 -8.0527
C 1.8096 -2.2923 -7.5458
H 2.2382 -2.2041 -6.5461
H -1.2342 0.0415 -7.0159
Si 1.0598 0.3773 -4.8312
C 0.1117 -1.1846 -4.3128
C -1.2520 -1.3116 -4.6502
H -1.8530 -0.4355 -4.8983
C -1.8550 -2.5711 -4.7461
H -2.8801 -2.6561 -5.1116
C -1.1310 -3.7157 -4.4183
H -1.5657 -4.7077 -4.5735
C 0.1520 -3.5753 -3.8780
H 0.6915 -4.4611 -3.5412
C 0.7601 -2.3160 -3.7974
H 1.7490 -2.2138 -3.3465
C -0.0067 1.8624 -4.3986
C -1.1946 1.7526 -3.6532
H -1.3842 0.8704 -3.0215
C -2.1581 2.7622 -3.7375
H -3.1269 2.6142 -3.2617
C -1.8882 3.9395 -4.4408
H -2.6610 4.7012 -4.5516
C -0.6238 4.1380 -4.9975
H -0.3917 5.0694 -5.5111
C 0.3288 3.1207 -4.9348
H 1.3266 3.2786 -5.3534
H 2.5277 0.4865 -4.9695
Cl 2.2669 0.4850 -2.4877
N 1.2128 2.9349 1.6625
C 0.1701 3.6093 1.0260
C -0.2033 2.8531 -0.0319
N 0.5751 1.7026 -0.0497
C 1.4248 1.7724 0.9958
C 2.3005 0.6647 1.2745
N 2.2377 -0.4291 0.4883
C 3.1455 -1.3594 0.9816
C 3.7492 -0.8300 2.0856
N 3.2151 0.4503 2.2509
H 1.7420 3.2419 2.4729
H -0.1965 4.5559 1.3831
H -0.9680 3.0077 -0.7837
H 3.2774 -2.3140 0.4927
H 4.4954 -1.2390 2.7433
H 3.4697 1.1352 2.9642
```

**Energy above the lowest of the compared OMol25 structures with the same formula, charge and spin**: 0.682 eV
**LUMO**: -3.8904 eV
**HOMO level**: -9.45 eV
**E_tot**: -4536.3421 a.u.
**Charge**: +1
**Multiplicity**: 1
**HOMO-LUMO gap**: 5.56 eV


(2)
Computed, not measured: a molecular structure, C35H33CuF12N6O2S2 in a non-equilibrium geometry, with ωB97M-V/def2-TZVPD.

```
91
C35H33CuF12N6O2S2 | the OMol25 dataset | ωB97M-V/def2-TZVPD
Cu -0.0611 2.0364 0.3635
C -5.3256 -0.4796 -3.4708
C -4.1791 -0.2066 -2.5266
C -3.9612 -0.9733 -1.3906
C -2.8790 -0.7332 -0.5641
C -1.9162 0.2603 -0.8515
N -0.7538 0.3500 -0.1459
C -0.2588 -0.7338 0.6489
C -0.3513 -2.1249 -0.0656
C -0.9381 -3.2420 0.7168
C -1.2581 -3.1281 2.0046
C -1.7483 -4.2897 2.8233
C -1.1985 -1.8151 2.6720
C -0.7786 -0.6941 2.0865
C -0.8383 0.6908 2.7936
O -0.0014 1.6208 2.2610
C -2.3129 1.2442 2.7886
F -3.2467 0.3287 3.0777
F -2.4546 2.2429 3.6877
F -2.6157 1.7678 1.6016
C -0.4394 0.5573 4.3144
F -0.1348 1.7354 4.8532
F 0.6386 -0.2256 4.4829
F -1.4186 0.0261 5.0780
C -2.2155 1.1430 -1.9286
C -3.3044 0.8534 -2.7434
C -1.3212 2.3763 -2.2214
O -0.7561 2.9633 -1.1331
C -0.2133 1.9627 -3.2357
F 0.5673 1.0052 -2.7175
F -0.6994 1.4865 -4.3937
F 0.5846 2.9976 -3.5366
C -2.1678 3.5418 -2.8602
F -1.5124 4.7047 -2.7996
F -3.3113 3.7074 -2.1790
F -2.4970 3.3747 -4.1586
H -5.5974 -1.5372 -3.4616
H -5.0600 -0.2149 -4.4964
H -6.2243 0.0899 -3.2130
H -4.6589 -1.7667 -1.1332
H -2.7502 -1.3305 0.3321
H -0.8017 -2.0600 -1.0563
H -1.0942 -4.1901 0.2091
H -1.9449 -5.1599 2.1961
H -2.6642 -4.0384 3.3655
H -1.0020 -4.5727 3.5725
H -1.6121 -1.7776 3.6734
H -3.4952 1.4839 -3.6028
C 3.0596 -0.0507 -2.2765
C 3.3746 1.0804 -1.3434
N 2.5548 2.0308 -1.0475
C 3.1205 2.9377 -0.1827
C 4.3964 2.6788 0.1999
S 4.9152 1.2332 -0.5586
C 2.2967 4.0710 0.2584
C 2.6385 5.3785 0.2849
S 1.3439 6.2729 0.9626
C 0.4273 4.8356 1.1681
N 1.0631 3.7770 0.7606
C -0.9503 4.8353 1.7367
H 2.2662 -0.6790 -1.8612
H 3.9397 -0.6624 -2.4695
H 2.6896 0.3502 -3.2197
H 5.0134 3.2344 0.8871
H 3.5476 5.8370 -0.0680
H -1.1956 5.8009 2.1750
H -1.0194 4.0533 2.4928
H -1.6626 4.6039 0.9416
C 2.4523 -4.2329 -1.6412
C 1.6319 -3.1330 -2.3017
N 1.7478 -1.9095 -1.5171
C 1.2329 -2.0812 -0.1508
N 1.2233 -0.8276 0.5618
C 2.1404 -0.4871 1.6400
C 3.2031 -1.5626 1.8084
C 2.5376 -2.9281 1.7806
N 1.9720 -3.1416 0.4734
C 1.9842 -4.4096 -0.2009
H 3.5037 -3.9306 -1.6444
H 2.3538 -5.1743 -2.1901
H 0.5861 -3.4754 -2.3977
H 1.9993 -2.9359 -3.3095
H 1.2411 -1.1378 -1.9388
H 1.5922 -0.4088 2.5731
H 2.6056 0.4891 1.4704
H 3.7301 -1.3966 2.7519
H 3.9344 -1.5228 0.9944
H 1.7923 -2.9843 2.5920
H 3.2733 -3.7166 1.9607
H 0.9854 -4.8757 -0.2152
H 2.6408 -5.0929 0.3431
```

**Expectation value of S²**: 0.7529
**Energy above the lowest of the compared OMol25 structures with the same formula, charge and spin**: 0.000 eV
**LUMO (spin up / spin down)**: 2.2806 / 2.2787 eV
**HOMO level (spin up / spin down)**: -3.99 / -4.01 eV
**E_tot**: -5467.8763 a.u.
**Charge**: -1
**Multiplicity**: 2
**HOMO-LUMO gap (spin up / spin down)**: 6.27 / 6.28 eV


(3)
Computed, not measured: a molecular structure, C35H33GeN7S5Zr in a non-equilibrium geometry, with ωB97M-V/def2-TZVPD.

```
82
C35H33GeN7S5Zr | the OMol25 dataset | ωB97M-V/def2-TZVPD
Zr -0.0847 0.0028 -0.4003
S 2.1809 -0.7409 -1.6452
C 3.1500 -1.6204 -0.4622
C 3.8889 -2.7429 -0.8401
C 4.6782 -3.4222 0.0722
C 4.7631 -2.9901 1.3916
C 4.0499 -1.8694 1.7814
C 3.2410 -1.2069 0.8659
S 2.3217 0.2335 1.3148
C 1.5416 -0.3392 2.8349
C 0.1557 0.2448 2.9807
C -0.3838 0.2977 4.2560
C -1.5943 0.9263 4.4511
C -2.1873 1.5490 3.3705
C -1.5919 1.4668 2.1217
C -2.1334 2.3891 1.0638
S -1.9755 1.9953 -0.7038
C -1.2729 3.5208 -1.2259
C -2.0856 4.4651 -1.8470
C -1.5548 5.6835 -2.2369
C -0.2101 5.9393 -1.9854
C 0.5958 4.9963 -1.3705
C 0.0829 3.7518 -0.9789
S 1.1340 2.5298 -0.2903
N -0.4659 0.7631 1.9085
H 3.8188 -3.0875 -1.8631
H 5.2273 -4.2986 -0.2461
H 5.3786 -3.5213 2.1042
H 4.1197 -1.5049 2.7987
H 2.1183 -0.0225 3.7063
H 1.5232 -1.4272 2.8418
H 0.1624 -0.1455 5.0763
H -2.0463 0.9710 5.4324
H -3.0982 2.1164 3.4810
H -1.5704 3.3196 1.1785
H -3.1785 2.6015 1.2857
H -3.1293 4.2369 -2.0197
H -2.1764 6.4205 -2.7251
H 0.2188 6.8878 -2.2823
H 1.6423 5.2116 -1.2002
N -0.7889 -2.6643 -4.1454
C -1.1516 -3.7058 -3.3074
C -1.5333 -5.0137 -3.5895
C -1.8503 -5.8101 -2.5112
C -1.8073 -5.3128 -1.1985
C -1.4365 -4.0117 -0.9406
C -1.0809 -3.1901 -2.0120
N -0.6500 -1.8502 -2.0738
C -0.5085 -1.6084 -3.3470
C -0.0763 -0.3057 -3.8192
C 0.2786 0.0652 -5.0732
S 0.8136 1.6814 -5.0475
C 0.5393 1.7555 -3.3822
N 0.0527 0.6634 -2.8493
H -0.7391 -2.6826 -5.1481
H -1.5761 -5.3903 -4.6023
H -2.1398 -6.8386 -2.6784
H -2.0640 -5.9506 -0.3647
H -1.4548 -3.6481 0.0692
H 0.2937 -0.5309 -5.9679
H 0.7832 2.6323 -2.8092
N 0.3014 -1.8193 0.7018
C 0.1096 -2.7149 1.4332
N 0.0453 -3.6122 2.3242
C -0.7721 -4.6500 2.2210
N -1.4705 -5.5691 2.1977
C -4.5565 -0.5286 2.3011
Ge -4.2058 -0.5111 0.3777
C -5.0428 -2.1215 -0.3371
C -5.2054 0.9876 -0.3797
C -2.3313 -0.7011 -0.1549
H -5.5155 -1.0281 2.4498
H -4.6340 0.4725 2.7172
H -3.7967 -1.0786 2.8557
H -6.1153 -2.1185 -0.1379
H -4.6075 -3.0107 0.1205
H -4.8888 -2.1924 -1.4142
H -6.2653 0.7486 -0.2790
H -4.9805 1.1292 -1.4353
H -5.0158 1.9301 0.1331
H -2.5470 -0.8727 -1.2240
H -2.1842 -1.7179 0.2282
```

**Energy above the lowest of the compared OMol25 structures with the same formula, charge and spin**: 0.319 eV
**LUMO**: -0.0923 eV
**HOMO level**: -7.20 eV
**E_tot**: -5851.8781 a.u.
**Charge**: 0
**Multiplicity**: 1
**HOMO-LUMO gap**: 7.11 eV